Formula: BrH10O5
Source: the OMol25 dataset
Level of theory: ωB97M-V/def2-TZVPD

CARTESIAN COORDINATES (ANGSTROEM)
1 Br 13.84400 9.46500 -25.87600
2 O 16.38000 10.65000 -24.14000
3 H 15.78700 10.40300 -23.41500
4 H 15.83700 10.55300 -24.91000
5 O 11.72000 7.08300 -26.29400
6 H 12.47500 7.75200 -26.14500
7 H 11.24900 7.60500 -26.93200
8 O 10.51800 10.31800 -26.25200
9 H 10.14200 11.20900 -26.17100
10 H 11.44300 10.38700 -26.30200
11 O 12.19700 10.60900 -23.23100
12 H 11.27000 10.75800 -23.21800
13 H 12.44900 10.02600 -23.93800
14 O 14.24000 7.20800 -23.46500
15 H 13.85400 7.99700 -23.86200
16 H 14.85200 6.94800 -24.13900

Charge: -1
Molecular weight in g mol⁻¹: 169.979
E_tot in Ha: -2956.329912
Highest occupied orbital energy in eV: -5.7
HOMO-LUMO gap in eV: 9.06

=====

Formula: CH4N3O2
Source: the OMol25 dataset
Level of theory: ωB97M-V/def2-TZVPD

CARTESIAN COORDINATES (ANGSTROEM)
1 C 0.35729 -0.95298 -0.53068
2 N 1.86304 0.65450 -0.78163
3 N -2.08463 1.27657 1.11981
4 N 1.40077 -0.15973 0.06964
5 O -3.00564 1.01851 1.92879
6 O 2.83655 1.43826 -0.60019
7 H 0.88866 -1.92471 -0.72129
8 H -0.38326 -1.25847 0.22948
9 H -0.20624 -0.46868 -1.36987
10 H -1.66653 0.37673 0.65595

Charge: -1
Molecular weight in g mol⁻¹: 90.062
E_tot in Ha: -355.087063
Highest occupied orbital energy in eV: -2.3
HOMO-LUMO gap in eV: 4.55

=====

Formula: C4H33N2O10
Source: the OMol25 dataset
Level of theory: ωB97M-V/def2-TZVPD

CARTESIAN COORDINATES (ANGSTROEM)
1 C -0.44237 -0.84127 -0.59705
2 N -1.87828 -0.98176 -0.65028
3 C -2.55906 0.03238 -1.42540
4 C 0.06171 -0.11964 0.63337
5 N -0.82818 -0.34227 1.81920
6 C -0.68118 -1.73178 2.33614
7 H 0.05898 -1.79435 -0.65537
8 H -0.05622 -0.24120 -1.41890
9 H -2.15481 -1.90675 -0.93849
10 H -3.62284 -0.18965 -1.51240
11 H -2.47296 1.03239 -0.98876
12 H -2.17084 0.19388 -2.44331
13 H 1.06483 -0.40035 0.92196
14 H 0.10279 0.95030 0.57198
15 H -1.77760 -0.30509 1.43405
16 H -0.62185 0.47067 2.44656
17 H -1.42718 -2.34669 1.83151
18 H 0.33023 -2.07833 2.18673
19 H -1.04618 -1.78001 3.36434
20 H -0.60971 2.44419 -1.49729
21 H -1.34059 3.76776 -1.52196
22 O -1.36293 2.90598 -1.08839
23 H 1.91055 1.73579 -1.07261
24 H 3.16231 1.60773 -0.20201
25 O 2.19706 1.55731 -0.15119
26 H 1.09405 4.07037 1.44553
27 H 1.87882 2.78548 1.18637
28 O 1.49919 3.32884 1.91214
29 H -2.65289 3.12230 1.21207
30 H -3.72179 2.18973 0.74895
31 O -3.24006 2.43424 1.55082
32 H 2.18808 -1.01475 -3.61524
33 H 1.62552 -1.76612 -2.51552
34 O 1.40700 -0.95442 -3.04216
35 H 0.17769 2.60962 2.69962
36 H -1.26249 2.48585 3.38192
37 O -0.52010 1.98939 3.03000
38 H 1.66179 -3.91494 -2.50372
39 H 1.35786 -3.60007 -0.98741
40 O 1.89146 -3.34026 -1.76532
41 H 3.10789 -1.77342 1.61001
42 H 3.11254 -2.61794 0.43232
43 O 2.47477 -2.29675 1.09271
44 H 0.93750 1.22099 -2.97104
45 H 1.69126 2.56923 -3.21240
46 O 1.05881 2.12540 -2.62837
47 H -0.65949 -4.34227 0.52749
48 H -0.64294 -4.90326 -0.91966
49 O -0.12585 -4.40427 -0.27507

2S+1: 2
Expectation value of S²: 0.750
Charge: 0
Molecular weight in g mol⁻¹: 269.312
E_tot in Ha: -1033.990075
Highest occupied orbital energy (alpha / beta) in eV: -2.0 / -9.4
HOMO-LUMO gap (alpha / beta) in eV: 2.10 / 9.49

=====

Q: Which value of molecular weight does entry 1 give?
A: 169.979 g mol⁻¹

=====

Repeat the first record exactly.
Formula: BrH10O5
Source: the OMol25 dataset
Level of theory: ωB97M-V/def2-TZVPD

CARTESIAN COORDINATES (ANGSTROEM)
1 Br 13.84400 9.46500 -25.87600
2 O 16.38000 10.65000 -24.14000
3 H 15.78700 10.40300 -23.41500
4 H 15.83700 10.55300 -24.91000
5 O 11.72000 7.08300 -26.29400
6 H 12.47500 7.75200 -26.14500
7 H 11.24900 7.60500 -26.93200
8 O 10.51800 10.31800 -26.25200
9 H 10.14200 11.20900 -26.17100
10 H 11.44300 10.38700 -26.30200
11 O 12.19700 10.60900 -23.23100
12 H 11.27000 10.75800 -23.21800
13 H 12.44900 10.02600 -23.93800
14 O 14.24000 7.20800 -23.46500
15 H 13.85400 7.99700 -23.86200
16 H 14.85200 6.94800 -24.13900

Charge: -1
Molecular weight in g mol⁻¹: 169.979
E_tot in Ha: -2956.329912
Highest occupied orbital energy in eV: -5.7
HOMO-LUMO gap in eV: 9.06

=====

Copy entry 1 word for word.
Formula: BrH10O5
Source: the OMol25 dataset
Level of theory: ωB97M-V/def2-TZVPD

CARTESIAN COORDINATES (ANGSTROEM)
1 Br 13.84400 9.46500 -25.87600
2 O 16.38000 10.65000 -24.14000
3 H 15.78700 10.40300 -23.41500
4 H 15.83700 10.55300 -24.91000
5 O 11.72000 7.08300 -26.29400
6 H 12.47500 7.75200 -26.14500
7 H 11.24900 7.60500 -26.93200
8 O 10.51800 10.31800 -26.25200
9 H 10.14200 11.20900 -26.17100
10 H 11.44300 10.38700 -26.30200
11 O 12.19700 10.60900 -23.23100
12 H 11.27000 10.75800 -23.21800
13 H 12.44900 10.02600 -23.93800
14 O 14.24000 7.20800 -23.46500
15 H 13.85400 7.99700 -23.86200
16 H 14.85200 6.94800 -24.13900

Charge: -1
Molecular weight in g mol⁻¹: 169.979
E_tot in Ha: -2956.329912
Highest occupied orbital energy in eV: -5.7
HOMO-LUMO gap in eV: 9.06